Entry w
24
Properties=species:S:1:pos:R:3:nbo_charge:R:1 method="wB97M-V/def2-TZVPD" smiles=CCNC[C@@H](C)NC gap_ev=9.6 homo_energy_ev=-8.55
C -3.51652 -0.83037 0.58197 -0.620
C -2.20687 -1.47112 0.11625 -0.224
N -1.01038 -0.73375 0.56123 -0.626
C -0.13820 -0.34397 -0.57163 -0.214
C 1.19055 0.25325 0.01424 -0.064
C 2.35735 -0.72506 -0.25841 -0.623
N 1.42040 1.53811 -0.73162 -0.628
C 1.82896 2.61502 0.16542 -0.417
H -3.38491 -0.24760 1.49406 0.218
H -4.37602 -1.48536 0.70779 0.207
H -3.78088 -0.11233 -0.20293 0.201
H -2.23092 -1.50474 -0.97516 0.179
H -2.12728 -2.50726 0.45598 0.177
H -0.43694 -1.35847 1.10951 0.346
H -0.57433 0.36888 -1.25794 0.211
H 0.14234 -1.26017 -1.10616 0.150
H 1.06631 0.48978 1.06546 0.200
H 2.04755 -1.76526 -0.20043 0.206
H 2.77637 -0.50969 -1.23684 0.201
H 3.14227 -0.60496 0.48511 0.210
H 2.12088 1.37921 -1.44201 0.349
H 2.85163 2.53347 0.55511 0.165
H 1.14856 2.70393 1.01145 0.196
H 1.69006 3.57846 -0.34044 0.198


Entry x
24
Properties=species:S:1:pos:R:3:nbo_charge:R:1 method="wB97M-V/def2-TZVPD" gap_ev=5.2 homo_energy_ev=-7.27
C 0.87876 1.64168 -1.66338 -0.384
C 0.49744 0.25340 -2.15801 -0.620
C -0.15742 2.21821 -0.64013 -0.262
N -0.09684 1.54239 0.60599 -0.277
C -0.88669 0.44544 0.73182 -0.268
C -0.02824 -0.73424 1.24193 -0.257
N -0.48891 -1.95514 0.87947 -0.322
C 0.59202 -2.87995 0.75764 -0.467
H 1.79567 1.57762 -1.07704 0.211
H 0.94859 2.32837 -2.49982 0.208
H -0.57772 0.14647 -2.29682 0.204
H 0.74018 -0.48365 -1.38480 0.203
H 1.05060 -0.05960 -3.03373 0.218
H -0.04084 3.29352 -0.51829 0.213
H -1.12321 2.03559 -1.13483 0.167
H -2.66218 -1.55727 3.04902 0.001
H -1.66282 0.67410 1.48948 0.238
H -1.45902 0.14011 -0.15349 0.183
H 1.00049 -0.50461 0.82743 0.175
H 0.24948 -0.57924 2.29323 0.238
H -3.09083 -1.27141 2.50760 -0.001
H 1.29917 -2.85679 1.60204 0.185
H 0.16521 -3.88697 0.70557 0.208
H 1.23911 -2.76336 -0.12241 0.206


Entry y
24
Properties=species:S:1:pos:R:3:nbo_charge:R:1 method="wB97M-V/def2-TZVPD" smiles=CC(C)CCNCN gap_ev=9.8 homo_energy_ev=-8.76
C 1.71866 -1.98938 -0.12034 -0.627
C 1.05526 -1.08070 0.91135 -0.223
C 2.11140 -0.83277 2.04338 -0.594
C 0.76947 0.31938 0.33766 -0.396
C -0.35082 0.40485 -0.71348 -0.226
N -1.16527 1.57039 -0.44145 -0.616
C -2.18723 1.79650 -1.43622 -0.062
N -3.39840 0.96200 -1.36176 -0.840
H 2.54657 -2.55847 0.32482 0.207
H 1.05409 -2.69047 -0.62773 0.214
H 2.29573 -1.47079 -0.89679 0.211
H 0.20980 -1.47965 1.47059 0.201
H 3.04697 -0.43134 1.64702 0.201
H 2.41319 -1.79899 2.44594 0.202
H 1.66168 -0.18781 2.79685 0.204
H 0.54674 0.96129 1.19403 0.203
H 1.67880 0.76958 -0.05621 0.205
H 0.07255 0.65470 -1.68345 0.195
H -0.85601 -0.56063 -0.73626 0.161
H -1.66949 1.43167 0.43322 0.339
H -1.74912 1.65146 -2.43167 0.169
H -2.45210 2.85562 -1.50341 0.178
H -4.14128 1.48383 -0.90721 0.351
H -3.21117 0.21976 -0.68887 0.344


Which is the most stable structure? entry y is the most stable.


Entry w
24
Properties=species:S:1:pos:R:3:nbo_charge:R:1 method="wB97M-V/def2-TZVPD" gap_ev=7.3 homo_energy_ev=-7.64
C 0.20589 1.31204 -1.91969 -0.634
C 0.16366 0.39021 -0.65956 -0.101
C 0.68974 -1.04366 -0.92040 -0.395
C 0.83832 -1.79349 0.38259 -0.421
C 1.44485 -3.15622 0.19232 -0.609
N -1.13301 0.28071 0.02671 -0.378
C -1.55384 1.53549 0.49455 -0.181
N -1.60154 2.58752 2.28599 -1.218
H -0.74118 1.85195 -1.84312 0.218
H 0.54300 0.87957 -2.86461 0.228
H 0.98320 2.07729 -1.76842 0.217
H 0.93111 0.84513 -0.02114 0.201
H 1.52817 -1.05031 -1.64401 0.210
H -0.02998 -1.51699 -1.61652 0.204
H 1.27861 -1.17953 1.16474 0.202
H -0.19456 -1.87384 0.75996 0.217
H 1.01580 -3.74022 -0.63608 0.207
H 1.44604 -3.81689 1.05642 0.217
H 2.45156 -3.07422 -0.25376 0.201
H -0.89502 0.82277 1.21679 0.445
H -1.08424 2.45055 0.15714 0.224
H -2.58207 1.67306 0.75927 0.261
H -2.20289 2.04994 2.90518 0.323
H -1.50164 3.48913 2.74565 0.360


Entry x
24
Properties=species:S:1:pos:R:3:nbo_charge:R:1 method="wB97M-V/def2-TZVPD" smiles=CCNCCNCC gap_ev=9.2 homo_energy_ev=-8.07
C 2.44542 1.65564 0.62595 -0.628
C 1.09446 1.91899 0.00428 -0.218
N 0.83432 1.26123 -1.28008 -0.628
C -0.21489 0.24864 -1.27485 -0.242
C 0.20945 -1.20267 -0.85939 -0.237
N -0.65798 -1.90854 0.07233 -0.631
C -1.07898 -1.14821 1.24122 -0.218
C -2.55021 -0.76126 1.21852 -0.625
H 3.23682 1.87438 -0.07874 0.206
H 2.66675 2.41662 1.38417 0.214
H 2.61080 0.65050 1.01537 0.206
H 1.05221 2.98220 -0.22258 0.185
H 0.25399 1.66610 0.64832 0.181
H 1.63848 0.80204 -1.68725 0.349
H -0.65034 0.19890 -2.23808 0.187
H -1.01168 0.56297 -0.60347 0.183
H 0.22589 -1.76442 -1.79647 0.196
H 1.21914 -1.16645 -0.43794 0.176
H -1.42601 -2.33435 -0.42295 0.354
H -0.44498 -0.29033 1.27596 0.182
H -0.90497 -1.75926 2.13139 0.187
H -2.85041 -0.23869 0.31308 0.204
H -3.21011 -1.60912 1.27219 0.205
H -2.74155 -0.25217 2.13299 0.212


Which is the most stable structure? entry x is the most stable.


Entry w
8
Properties=species:S:1:pos:R:3:nbo_charge:R:1 method="wB97M-V/def2-TZVPD" gap_ev=7.1 homo_energy_ev=-8.37
C -1.27664 0.13069 0.75477 0.317
C 0.42017 1.95017 0.46035 -0.140
C -0.44837 -0.08579 -0.38791 -0.473
C 0.09985 0.66039 0.91428 -0.606
I 1.91397 3.08042 1.51729 0.097
H -0.12790 -1.00623 -0.66080 0.253
H -0.61563 0.53955 -1.21178 0.299
H 0.48027 0.24999 1.74573 0.254


Entry x
8
Properties=species:S:1:pos:R:3:nbo_charge:R:1 method="wB97M-V/def2-TZVPD" gap_ev="7.6 / 7.6" homo_energy_ev="-9.31 / -9.31"
C 0.68861 0.75580 -0.05220 -0.003
C -0.55972 -1.43858 0.09287 -0.118
C 0.03258 1.86344 -0.16029 -0.538
C -1.14575 -2.53516 0.13556 -0.443
I 2.64648 0.14621 0.12165 0.360
H -0.99839 2.08003 -0.39868 0.270
H 0.55288 2.67987 0.25257 0.253
H -1.21669 -3.55163 0.00852 0.219


Which is the most stable structure? entry x is the most stable.


Entry w
8
Properties=species:S:1:pos:R:3:nbo_charge:R:1 method="wB97M-V/def2-TZVPD" gap_ev=9.3 homo_energy_ev=-9.65
C 0.20217 0.18491 0.73421 -0.106
C 0.41697 -0.69867 -1.05844 -0.025
C -0.59261 1.20262 0.94470 -0.466
C 0.46603 -1.32736 -2.14557 -0.317
I 1.13743 -0.73855 2.41977 0.209
H -1.10642 1.65054 0.18142 0.226
H -0.81726 1.59586 1.95573 0.238
H 0.29369 -1.86934 -3.03182 0.241


Entry x
8
Properties=species:S:1:pos:R:3:nbo_charge:R:1 method="wB97M-V/def2-TZVPD" smiles="C#CC(=C)I" gap_ev=8.4 homo_energy_ev=-9.25
C 0.46190 1.97944 0.72425 -0.189
C 0.02849 1.02292 0.10237 -0.083
C -0.48226 -0.23091 -0.31890 -0.164
C 0.37110 -1.25692 -0.12528 -0.363
I -2.47019 -1.02663 -1.24346 0.110
H 0.59492 3.03351 0.91618 0.246
H 0.10332 -2.32540 -0.48389 0.214
H 1.39273 -1.19601 0.42871 0.229


Which is the most stable structure? entry x is the most stable.


Entry w
23
Properties=species:S:1:pos:R:3:nbo_charge:R:1 method="wB97M-V/def2-TZVPD" total_charge=+1 s2=0.765 multiplicity=2 gap_ev="9.9 / 5.9" homo_energy_ev="-14.32 / -14.32"
C -0.11278 -0.44100 -1.24576 -0.719
C 1.80446 -3.15797 0.58108 -0.074
C 1.94712 -2.36193 1.80849 0.043
C 1.12424 -2.42182 -0.43068 -0.220
C 0.65562 -1.17253 -0.17423 0.185
C 1.45058 -1.08829 2.00367 -0.226
C 0.74121 -0.47119 1.01745 -0.099
H 2.09484 -4.12603 0.44190 0.245
H 2.60457 -2.78556 2.59507 0.242
H 0.98248 -2.90569 -1.34623 0.250
H 1.83972 -0.64059 2.83710 0.247
H -0.08128 0.71597 -1.37463 0.283
H -1.02711 -1.00867 -1.41807 0.286
H 0.53678 0.72713 1.08190 0.280
H 0.36777 -0.47529 -2.24265 0.274
C -1.54335 3.34527 -0.74149 -0.584
C -2.31013 2.04106 -0.26840 -0.615
H -0.33411 3.05079 -0.72347 0.151
H -1.68194 3.69393 -1.76052 0.219
H -1.58182 4.21726 -0.22511 0.216
H -3.11609 2.25157 0.48745 0.224
H -1.58172 1.50684 0.20374 0.179
H -2.77905 1.50673 -1.10662 0.215


Entry x
23
Properties=species:S:1:pos:R:3:nbo_charge:R:1 method="wB97M-V/def2-TZVPD" total_charge=+1 s2=0.768 multiplicity=2 gap_ev="10.2 / 6.5" homo_energy_ev="-14.68 / -14.68"
C -2.05959 0.61856 -1.21096 -0.599
C -2.61842 1.74217 -2.06518 -0.610
H -2.04696 0.86781 -0.14782 0.179
H -2.68736 -0.26617 -1.27407 0.214
H -1.04622 0.30251 -1.47401 0.186
H -3.57658 2.08524 -1.66164 0.215
H -2.81112 1.43427 -3.09154 0.219
H -1.97678 2.61949 -2.05319 0.205
C 3.05356 -0.84832 -0.36438 -0.695
C -0.45439 -0.38780 2.00838 0.050
C 0.05984 -1.68656 1.76131 -0.172
C 0.20304 0.74861 1.45148 -0.183
C 1.20368 -1.86028 1.03572 -0.177
C 1.32078 0.58482 0.71379 -0.165
C 1.86404 -0.72501 0.47867 0.259
H -1.37696 -0.34281 2.56830 0.245
H -0.42323 -2.56310 2.16260 0.253
H -0.19212 1.70881 1.73693 0.257
H 1.60322 -2.85808 0.96978 0.252
H 1.79760 1.41735 0.22531 0.249
H 3.91416 -0.36207 0.12361 0.287
H 2.90245 -0.35570 -1.33276 0.280
H 3.34738 -1.87374 -0.56035 0.253


Entry y
23
Properties=species:S:1:pos:R:3:nbo_charge:R:1 method="wB97M-V/def2-TZVPD" total_charge=+1 s2=0.768 multiplicity=2 gap_ev="10.2 / 6.5" homo_energy_ev="-14.69 / -14.69"
C -0.33257 1.93141 0.41975 -0.717
C 0.23774 0.75448 1.13197 0.256
C 1.65006 0.56111 1.11181 -0.181
C -0.64016 -0.33060 1.48698 -0.132
C 2.16855 -0.68151 1.24208 -0.171
C -0.05766 -1.52888 1.88427 -0.205
C 1.31358 -1.72345 1.67194 0.030
H -1.43568 1.87274 0.45873 0.242
H -0.24760 2.03815 -0.65991 0.302
H 2.34791 1.35078 0.87631 0.257
H -1.71384 -0.20195 1.56473 0.256
H 3.21385 -0.88829 1.06360 0.258
H -0.73208 -2.30997 2.20304 0.259
H 1.82186 -2.60478 2.05399 0.247
H -0.12453 2.80969 1.04634 0.281
C -0.73644 0.58698 -2.45680 -0.602
C -1.07187 -0.83932 -2.01997 -0.614
H -0.94724 0.79244 -3.49973 0.241
H -1.37853 1.30038 -1.90845 0.183
H 0.23258 0.78442 -1.98913 0.190
H -0.74395 -0.99192 -0.98897 0.173
H -0.71273 -1.55975 -2.76998 0.230
H -2.11124 -1.12215 -1.92259 0.216


Which is the most stable structure? entry x is the most stable.